(1)
# C6H12O5

A 3-piece molecular cluster, C6H12O5 overall (the ωB97M-V functional and the def2-TZVPD basis, OMol25).

Positions of all 23 atoms, in Å:
C -1.56929 -0.61302 0.07491
C -0.40834 -1.28973 -0.82478
C 0.53075 -0.37869 -1.65906
C 1.09740 0.64982 -0.69950
C 0.00550 1.37576 0.09453
C -1.09169 0.66003 0.78872
H -2.65663 -1.23432 1.86562
H -2.14160 -0.33324 -0.65164
H 0.19864 -1.58197 -0.02770
H -0.75613 -2.10643 -1.44279
H -0.29293 0.24406 -2.31129
H 1.82414 -2.28880 -1.47851
H 1.54769 1.30770 -1.44911
H 2.68614 1.14145 0.36697
H -0.39493 1.82797 -0.88075
H 0.44348 1.76566 1.96313
H -1.91082 1.41701 1.10487
H -0.73217 -0.75327 2.14376
O -1.95651 -1.76088 0.84202
O 1.44130 -1.35634 -2.39750
O 2.13030 0.25140 0.12910
O 0.25597 2.37818 1.12927
O -0.52116 0.25879 2.06565

As for the LUMO energy: -0.185 eV. The calculation puts the HOMO-LUMO gap at 9.71 eV. As for the HOMO energy: -0.364 Ha. The value obtained for the energy above the lowest of the compared OMol25 structures with the same formula, charge and spin is 167.0 kcal per mole.


(2)
# C18H35AlBBrClN3O12PS2

C18H35AlBBrClN3O12PS2 as an isolated structure (the ωB97M-V functional and the def2-TZVPD basis, OMol25).

Positions of all 75 atoms, in Å:
N -1.65012 2.58935 -0.73403
B -1.26026 1.50346 -1.65340
O -2.25683 0.52046 -1.99879
C 0.25372 1.46087 -2.27070
C 0.09975 0.97963 -3.80159
O -0.68852 2.02452 -4.49089
N -0.64114 1.64940 -5.83481
O 0.15093 2.29308 -6.42254
O 0.49004 2.86492 -2.47209
Al 2.13963 3.32715 -1.82392
Cl 3.60263 4.34008 -3.17665
Br 1.58961 4.92084 -0.12481
O 2.47998 1.57938 -1.32423
C 1.38387 0.70492 -1.42273
C 1.04317 0.20820 0.04787
C 1.16390 1.28985 1.18857
C 2.62057 1.36608 1.82899
C 2.67314 2.71049 2.65785
C 3.66023 3.73663 2.40642
C 3.59181 4.95545 3.20230
C 2.58113 5.14913 4.21931
C 1.62664 4.07885 4.46717
C 1.64200 2.84158 3.70441
P 1.63900 -0.94099 -2.35886
N 2.96906 -1.84915 -1.68229
O 0.23626 -1.89298 -2.06134
H -2.66081 2.75636 -0.82336
H -1.49178 2.33378 0.24480
H -2.65261 0.85008 -2.83233
H -0.48682 0.03190 -3.90510
H 1.08628 0.95801 -4.33443
H 0.04569 -0.30263 0.13850
H 1.80852 -0.58678 0.29455
H 0.89561 2.33080 0.88734
H 0.49606 0.93965 2.02770
H 3.42813 1.42787 1.06029
H 2.83732 0.48521 2.49348
H 4.41127 3.59293 1.60428
H 4.33661 5.74857 2.97243
H 2.56377 6.11761 4.77233
H 0.85706 4.21507 5.25813
H 0.89738 2.04356 3.90712
H 2.57222 -2.36255 -0.87503
H 3.17451 -2.60400 -2.34991
H -0.54026 -1.32038 -1.90750
O -4.06823 3.42907 3.74438
S -3.49769 2.12028 3.86111
O -2.58230 1.60437 2.88700
O -4.68002 1.05119 4.07545
C -5.73384 1.00753 3.10481
C -5.28913 0.34128 1.81574
C -2.75861 1.95893 5.45719
H -6.12378 2.01125 2.91807
H -6.54233 0.42511 3.54943
H -4.53077 0.93609 1.30494
H -6.13354 0.21801 1.13526
H -4.84911 -0.63647 2.01950
H -3.46054 2.31035 6.21006
H -1.85821 2.57206 5.46458
H -2.49831 0.91495 5.62063
O 2.55037 -5.55350 -2.36341
S 1.14496 -5.52174 -2.65567
O 0.17052 -5.30579 -1.62946
O 0.75288 -6.86063 -3.46465
C 1.07740 -8.12392 -2.87660
C 0.14145 -8.47438 -1.73460
C 0.85441 -4.37513 -3.96384
H 2.12104 -8.13827 -2.55207
H 0.97488 -8.87038 -3.66593
H 0.27038 -7.78990 -0.89540
H 0.33488 -9.48709 -1.37534
H -0.89968 -8.40145 -2.05408
H 1.56737 -4.56359 -4.76402
H 0.99586 -3.37249 -3.56027
H -0.16867 -4.49200 -4.31530

As for the LUMO energy: 1.970 eV. Its net charge is -1. The calculation puts the HOMO-LUMO gap at 7.06 eV. As for the HOMO energy: -0.187 Ha. The value obtained for the energy above the lowest of the compared OMol25 structures with the same formula, charge and spin is 60.5 kcal per mole.


(3)
# C18H25NO4

One molecule with the formula C18H25NO4 (the ωB97M-V functional and the def2-TZVPD basis, OMol25).

Positions of all 48 atoms, in Å:
C -2.15802 -1.36310 -2.40368
O -0.79338 -1.24699 -2.75070
C 0.13882 -1.80352 -1.93925
C 1.47047 -1.63686 -2.33048
C 2.48882 -2.14151 -1.55184
C 2.20863 -2.81510 -0.37190
C 0.89193 -3.00489 0.01322
C 0.55734 -3.70361 1.31443
C -0.07723 -2.63606 2.16965
O 0.52099 -1.84638 2.85807
O -1.40009 -2.62044 1.99435
C -2.12947 -1.50185 2.49708
C -1.98642 -0.33683 1.50018
O -2.82868 -0.11327 0.65383
N -0.84358 0.34602 1.63430
C -0.44833 1.41901 0.73584
C 0.95162 1.14339 0.17936
C 1.12186 1.67308 -1.24325
C 1.24190 3.19181 -1.34094
C 0.10122 3.96904 -0.68373
C 0.16186 3.92981 0.84493
C -0.57584 2.75181 1.48588
C -0.14128 -2.50206 -0.77111
H -2.37754 -0.89596 -1.43929
H -2.47556 -2.41003 -2.38439
H -2.70167 -0.83906 -3.18789
H 1.67308 -1.10326 -3.24514
H 3.51483 -2.00481 -1.85878
H 3.01245 -3.19363 0.24051
H 1.46143 -4.07730 1.79166
H -0.15476 -4.51141 1.14863
H -1.75867 -1.22353 3.48815
H -3.17114 -1.82018 2.54247
H -0.17059 0.05872 2.33328
H -1.17146 1.39113 -0.08532
H 1.10246 0.06100 0.15617
H 1.71119 1.56761 0.83720
H 2.02373 1.23015 -1.67171
H 0.27730 1.33400 -1.84659
H 1.28608 3.45908 -2.39955
H 2.18482 3.50789 -0.88716
H 0.18076 5.01028 -1.00554
H -0.86089 3.59319 -1.03255
H 1.21023 3.91819 1.14896
H -0.27398 4.84682 1.24736
H -1.63947 2.98602 1.56541
H -0.19522 2.61576 2.50183
H -1.16053 -2.65215 -0.45194

As for the LUMO energy: 0.795 eV. The calculation puts the HOMO-LUMO gap at 9.36 eV. As for the HOMO energy: -0.315 Ha. The value obtained for the energy above the lowest of the compared OMol25 structures with the same formula, charge and spin is 20.4 kcal per mole.


(4)
# CH10N2O2

A 3-piece molecular cluster, CH10N2O2 overall (the ωB97M-V functional and the def2-TZVPD basis, OMol25).

Positions of all 15 atoms, in Å:
N -0.17758 -0.34132 -1.10369
C 1.11953 -0.00881 -0.48414
N 0.88340 0.64757 0.75048
H -0.45977 -1.24960 -1.21224
H -0.76383 0.15178 -0.35455
H 1.74195 0.64326 -1.05154
H 1.68708 -0.89294 -0.13724
H 1.71842 0.97452 1.30926
H 0.54797 0.05520 1.57653
O -1.09687 0.52848 -3.67257
H -1.35981 1.44037 -3.42821
H -0.43269 0.22634 -2.91193
O -0.61510 -0.76705 3.99611
H -0.89861 -1.17378 4.80669
H 0.25721 -0.35749 4.19227

As for the LUMO energy: 0.440 eV. The calculation puts the HOMO-LUMO gap at 9.76 eV. As for the HOMO energy: -0.342 Ha. The value obtained for the energy above the lowest of the compared OMol25 structures with the same formula, charge and spin is 31.2 kcal per mole.


(5)
# C6H10N

C6H10N as an isolated structure (the ωB97M-V functional and the def2-TZVPD basis, OMol25).

Positions of all 17 atoms, in Å:
C 2.19268 0.73599 -0.07397
C 0.99581 1.17682 0.26551
C 0.88026 -1.17742 0.59577
C 1.82383 -0.68754 -0.43399
C -2.25462 0.27669 0.25017
C -1.07358 -0.04334 -0.67180
N 0.12382 -0.01508 0.12046
H 3.16330 1.18815 -0.09563
H 0.60245 2.10756 0.62860
H 0.38230 -2.12282 0.39532
H 1.19095 -1.08806 1.63754
H 1.84072 -1.04899 -1.45190
H -2.29647 -0.43689 1.06913
H -2.16807 1.27974 0.65798
H -3.17988 0.20206 -0.31658
H -1.00892 0.69241 -1.47959
H -1.21457 -1.03928 -1.09701

As for the LUMO energy (alpha / beta): -5.575 / -5.574 eV. Its net charge is +1. The calculation puts the HOMO-LUMO gap (alpha / beta) at 8.39 / 8.39 eV. As for the HOMO energy (alpha / beta): -0.513 / -0.513 Ha. The value obtained for the energy above the lowest of the compared OMol25 structures with the same formula, charge and spin is 57.4 kcal per mole.


(6)
# C14H25BCl3INO4

A 2-piece molecular cluster, C14H25BCl3INO4 overall (the ωB97M-V functional and the def2-TZVPD basis, OMol25).

Positions of all 49 atoms, in Å:
C 1.19276 -1.79337 4.94946
C 0.77213 -1.75192 3.46733
C 0.94926 -0.33781 2.92024
Cl 2.66231 -0.05884 2.38944
B -0.09978 0.05229 1.69143
C 0.21435 -0.70429 0.26993
C -0.90898 -1.58650 -0.30201
C -1.18570 -1.41534 -1.80607
C 0.04876 -1.16422 -2.66990
N 0.14491 0.31502 -2.91763
C 1.47772 0.75840 -3.07364
C 2.11765 1.57461 -1.99817
O 2.09793 0.53229 -4.06209
O -1.50117 0.20075 2.16175
C -1.91245 1.50213 2.08441
I -2.89192 1.65023 0.12591
C -0.55928 2.25007 2.21455
C -0.49212 3.75837 1.87999
C -1.82367 4.39761 1.58300
O -2.64544 4.51530 2.42983
O 0.24505 1.51502 1.40217
H 2.21235 -1.42491 5.00095
H 0.57777 -1.06291 5.46335
H 1.09414 -2.77918 5.39266
H -0.25153 -2.09619 3.35339
H 1.41021 -2.44583 2.92562
H 0.78260 0.34192 3.74793
H 1.05662 -1.37304 0.46029
H 0.56675 0.04514 -0.41874
H -1.85368 -1.45747 0.21963
H -0.63604 -2.62989 -0.15328
H -1.62165 -2.35866 -2.15242
H -1.93508 -0.66478 -2.02311
H -0.04608 -1.62402 -3.65135
H 0.97322 -1.44328 -2.18453
H -0.41407 0.58096 -3.71656
H 2.14713 1.07415 -1.03471
H 1.58944 2.51259 -1.86217
H 3.13372 1.82594 -2.26256
H -2.64652 1.74977 2.83253
H -0.33954 2.18362 3.29179
H -0.04368 4.26386 2.72914
H 0.22437 3.86607 1.07285
H -1.98346 4.73157 0.54320
C -0.35715 -3.21945 -6.20916
Cl 0.78682 -3.76725 -4.98363
Cl -1.79090 -2.47912 -5.48161
H 0.13171 -2.48622 -6.84041
H -0.66980 -4.07319 -6.79902

As for the LUMO energy: 2.267 eV. Its net charge is -1. The calculation puts the HOMO-LUMO gap at 7.21 eV. As for the HOMO energy: -0.182 Ha.


(7)
# C28H29N2O2S2

A 2-piece molecular cluster, C28H29N2O2S2 overall (the ωB97M-V functional and the def2-TZVPD basis, OMol25).

Positions of all 63 atoms, in Å:
C -5.56912 2.35832 -2.16013
C -4.79241 1.04843 -2.22642
C -3.35042 1.22568 -1.74404
N -2.69524 2.29606 -2.49851
C -1.30615 2.34252 -2.52206
S -0.41149 1.07179 -1.89357
S -0.52839 3.69369 -3.15502
C -3.38700 3.57523 -2.39823
C -4.82226 3.46025 -2.90244
H -6.56579 2.22629 -2.58954
H -5.70222 2.65262 -1.11242
H -5.27688 0.26267 -1.63593
H -4.76942 0.69326 -3.26335
H -3.35240 1.45809 -0.65886
H -2.79665 0.28521 -1.87666
H -3.39778 3.91607 -1.34292
H -2.84048 4.32151 -2.99329
H -4.80150 3.23847 -3.97564
H -5.31767 4.43071 -2.78899
C -4.24108 0.52137 3.37961
C -3.11517 -0.18440 2.94906
C -2.08735 0.52025 2.33652
C -2.18317 1.90343 2.11566
C -3.31242 2.60990 2.51967
C -4.33984 1.91352 3.16464
C -0.97077 2.38468 1.38789
O -0.78742 3.50631 0.93073
C -0.08018 1.19361 1.27427
C 1.19717 1.26823 0.82383
C 2.06940 0.15965 0.55077
C 1.59360 -1.02803 -0.03572
C 2.40157 -2.13411 -0.19722
C 3.76130 -2.08255 0.22310
N 4.54491 -3.18970 0.10381
C 4.12612 -4.33442 -0.66961
C 2.65709 -4.62630 -0.45449
C 1.82120 -3.38469 -0.77001
C 5.97462 -3.13233 0.28527
C 6.32514 -2.21735 1.43749
C 5.72314 -0.82592 1.20651
C 4.29180 -0.87338 0.76387
C 3.45180 0.22493 0.87492
C -0.79033 0.00075 1.82191
O -0.42406 -1.17110 1.86605
H -5.05091 -0.00452 3.88821
H -3.01164 -1.26283 3.07883
H -3.36098 3.68360 2.33134
H -5.22913 2.44766 3.50748
H 1.61989 2.26367 0.70620
H 0.56952 -1.08944 -0.40252
H 4.33178 -4.14939 -1.74230
H 4.74687 -5.18114 -0.35197
H 2.36221 -5.46450 -1.09180
H 2.47957 -4.91400 0.59012
H 0.80726 -3.51788 -0.37068
H 1.72357 -3.26923 -1.86218
H 6.31498 -4.15854 0.47087
H 6.45886 -2.78879 -0.65018
H 5.92836 -2.63145 2.37347
H 7.41416 -2.16830 1.52997
H 5.80831 -0.24034 2.13013
H 6.32741 -0.30137 0.44815
H 3.83611 1.16753 1.26637

As for the LUMO energy: 2.057 eV. Its net charge is -1. The calculation puts the HOMO-LUMO gap at 5.08 eV. As for the HOMO energy: -0.111 Ha.


(8)
# C4H7N2O

An isolated ion of composition C4H7N2O and charge +1 (the ωB97M-V functional and the def2-TZVPD basis, OMol25).

Positions of all 14 atoms, in Å:
O 0.09278 -2.16174 1.18251
C 0.11131 -1.08346 0.71938
C 0.96624 -0.86067 -0.50974
N 0.69612 0.36127 -1.26399
C -0.19185 1.19965 -0.79811
N -0.79133 1.14441 0.34339
C -0.76845 0.09712 1.29627
H 2.03031 -0.97295 -0.26545
H 0.87788 -1.66300 -1.26535
H 1.03541 0.19873 -2.22822
H -0.52390 2.01878 -1.35312
H -1.56522 1.70409 0.40107
H -1.72535 -0.43571 1.46283
H -0.24396 0.45347 2.27853

As for the LUMO energy: -3.723 eV. Its net charge is +1. The calculation puts the HOMO-LUMO gap at 10.70 eV. As for the HOMO energy: -0.530 Ha. The value obtained for the energy above the lowest of the compared OMol25 structures with the same formula, charge and spin is 26.1 kcal per mole.


(9)
# C3H6LiO5Sm

C3H6LiO5Sm as an isolated structure (the ωB97M-V functional and the def2-TZVPD basis, OMol25).

Positions of all 16 atoms, in Å:
H -1.39440 -1.19177 -3.31218
C -0.89339 -1.46809 -2.36145
C -1.32399 -0.45918 -1.30612
O -2.72107 -0.52825 -1.12218
Sm 2.74610 -0.84712 -2.16176
O 0.47577 -1.51451 -2.50127
H -1.30552 -2.45843 -2.07792
H -0.99532 0.55465 -1.59331
H -0.80892 -0.67476 -0.34945
C -3.39724 0.67120 -0.11117
O -2.80382 1.80206 0.02879
O -4.73152 0.68660 -0.47942
H -4.86463 1.47081 -1.02245
Li -2.23196 1.38268 1.76998
O -3.23716 -0.14908 1.02414
H -2.95088 -1.12689 0.43160

As for the LUMO energy (alpha / beta): -5.765 / -5.649 eV. The multiplicity is 7. Its net charge is +1. As for the expectation value of S²: 12.010. The calculation puts the HOMO-LUMO gap (alpha / beta) at 5.73 / 5.86 eV. As for the HOMO energy (alpha / beta): -0.423 / -0.423 Ha.


(10)
# C36H21Cl2I2IrN6O5S

C36H21Cl2I2IrN6O5S as an isolated structure (the ωB97M-V functional and the def2-TZVPD basis, OMol25).

Positions of all 74 atoms, in Å:
Ir -0.25904 0.08386 0.21315
C -2.99691 4.49064 -2.00336
C -3.12306 3.11614 -1.93265
C -2.23767 2.37788 -1.15950
C -1.22758 2.99627 -0.45061
C -1.10346 4.38540 -0.51368
C -1.98298 5.11730 -1.28969
N -0.30491 2.18150 0.37030
N 0.39648 2.92668 1.06553
C 1.38183 2.65660 2.04319
C 1.94873 3.83645 2.52169
C 2.91609 3.73584 3.50815
C 3.25787 2.47978 3.97253
C 2.61671 1.36829 3.43180
N 1.70155 1.45599 2.48311
H -3.68166 5.07407 -2.60382
H -3.91482 2.61132 -2.47165
H -2.34784 1.31885 -1.08339
H -0.32417 4.88610 0.03428
H -1.87607 6.19270 -1.33518
H 1.62826 4.78998 2.12915
H 3.38530 4.62332 3.91035
H 4.00420 2.35549 4.74520
H 2.84972 0.36918 3.78063
Cl -5.89675 0.31957 4.18099
C -4.26521 0.25404 3.60245
C -3.22451 0.45769 4.46286
C -1.88335 0.38492 4.03451
I -0.35339 0.58515 5.41764
C -1.58292 0.13159 2.71118
O -0.38023 -0.05769 2.22547
C -2.68109 -0.03732 1.81871
N -2.31226 -0.28722 0.52769
C -3.24269 -0.68113 -0.31689
C -4.60094 -0.72802 0.01919
C -4.99981 -0.36572 1.27769
C -4.02266 -0.03520 2.23835
H -3.43417 0.65958 5.50436
H -2.91883 -0.98379 -1.30459
H -5.31454 -1.04085 -0.72922
H -6.04492 -0.36508 1.55487
Cl 3.99650 -0.15955 -5.23401
C 3.31532 -0.15283 -3.66878
C 4.15848 -0.07146 -2.55603
C 3.67419 -0.14573 -1.28377
I 4.89434 0.11501 0.34890
C 2.21939 -0.41757 -1.01532
O 1.74657 0.26338 0.03049
C 1.36415 -0.17775 -2.23194
N 0.06691 -0.00150 -1.94190
C -0.77845 0.09949 -2.97220
C -0.36453 0.06240 -4.29285
C 0.97897 -0.03208 -4.58379
C 1.88511 -0.14079 -3.52530
H 5.21926 0.05681 -2.72459
H -1.82622 0.22605 -2.75571
H -1.10331 0.13955 -5.07719
H 1.33315 -0.01421 -5.60471
O 2.98620 -3.04193 -2.86331
S 3.13281 -3.14414 -1.44583
O 4.42045 -3.07725 -0.84572
N 2.08650 -1.97211 -0.73190
C 0.98667 -2.53716 -0.20219
O -0.02964 -1.95059 0.21176
C 1.06909 -4.00984 -0.16874
C 0.16323 -4.88336 0.40640
C 0.43269 -6.24193 0.31513
C 1.57457 -6.70645 -0.33304
C 2.48425 -5.82776 -0.91034
C 2.19641 -4.48327 -0.80801
H -0.71408 -4.50763 0.91447
H -0.25126 -6.95338 0.75704
H 1.75945 -7.77062 -0.38682
H 3.37453 -6.18198 -1.41103

As for the LUMO energy (alpha / beta): -3.504 / -3.984 eV. The multiplicity is 2. Its net charge is +1. As for the expectation value of S²: 0.786. The calculation puts the HOMO-LUMO gap (alpha / beta) at 6.45 / 6.00 eV. As for the HOMO energy (alpha / beta): -0.366 / -0.367 Ha. The value obtained for the energy above the lowest of the compared OMol25 structures with the same formula, charge and spin is 11.0 kcal per mole.


One value per record, in order, for max |F|: 0.13538; 0.06575; 0.01411; 0.10519; 0.05502; 0.04762; 0.02913; 0.07492; 0.08708; 0.00633 Eh/bohr.